A cluster of 2 separate species, C3H13N3 in total. Source: the OMol25 dataset; level of theory: wB97M-V/def2-TZVPD.

Calculated values
DFT total energy, eV: -7789.24319
ΔE to the lowest compared entry with this formula, charge and spin, eV: 1.075
HOMO (alpha / beta), eV: 1.281 / -5.326
HOMO-LUMO gap (alpha / beta), eV: 2.63 / 9.33
Lowest unoccupied orbital energy (alpha / beta), eV: 3.91 / 4.01
Expectation value of S²: 0.75

Geometry as ORCA input:
```
! RIJCOSX wB97M-V def2-TZVPD def2/J DEFGRID3
* xyz -1 2
N 3.62 -3.18 -1.77
N 2.64 -2.16 0.15
N -1.88 1.46 -0.20
C -2.96 1.69 0.77
C 2.60 -2.19 -1.33
C -2.79 3.04 1.50
H 4.56 -2.83 -1.72
H -1.81 3.46 1.14
H 3.33 -1.48 0.52
H -1.66 0.45 -0.06
H -3.69 3.68 1.45
H 2.58 -1.09 -1.77
H -2.66 3.12 2.60
H 3.58 -3.98 -1.09
H -2.88 0.96 1.60
H 1.77 -2.07 0.64
H -3.91 1.72 0.33
H 1.55 -2.51 -1.65
H -2.00 1.93 -1.10
*
```

The molecule C4H11ClNP. Source: the OMol25 dataset; level of theory: wB97M-V/def2-TZVPD.

Calculated values
DFT total energy, eV: -27624.90595
ΔE to the lowest compared entry with this formula, charge and spin, eV: 0.921
HOMO, eV: -9.234
HOMO-LUMO gap, eV: 9.96
Lowest unoccupied orbital energy, eV: 0.73
SMILES: CC(C)[C@H](P)NCl

Geometry as ORCA input:
```
! RIJCOSX wB97M-V def2-TZVPD def2/J DEFGRID3
* xyz 0 1
Cl -1.69 -1.52 2.46
P 2.01 0.03 0.62
N -0.07 -1.37 1.80
C -0.81 -0.17 -0.12
C -0.38 -1.41 -0.99
C -0.60 1.10 -0.89
C 0.14 -0.14 1.13
H -1.20 1.33 -1.82
H -0.58 -2.40 -0.46
H 1.88 1.22 -0.10
H -1.76 -0.10 0.27
H 0.56 -1.26 -1.26
H 0.38 1.06 -1.15
H -0.26 0.64 1.76
H 0.61 -1.52 2.52
H 2.30 0.65 1.90
H -0.98 1.91 -0.16
H -1.15 -1.41 -1.76
*
```

A cluster of 3 separate species, C21H43N4O8S3 in total. Source: the OMol25 dataset; level of theory: wB97M-V/def2-TZVPD.

Calculated values
DFT total energy, eV: -77310.22707
HOMO (alpha / beta), eV: -6.278 / -6.278
HOMO-LUMO gap (alpha / beta), eV: 7.96 / 6.95
Lowest unoccupied orbital energy (alpha / beta), eV: 1.68 / 0.67
Expectation value of S²: 2.01

Geometry as ORCA input:
```
! RIJCOSX wB97M-V def2-TZVPD def2/J DEFGRID3
* xyz -1 3
S -6.37 -5.35 -4.53
S -5.89 -3.54 -5.56
S -3.70 -1.95 -6.62
O -7.02 -3.40 -6.66
O -7.76 -5.87 -5.02
O -5.32 -6.47 -4.73
O -6.05 -2.37 -4.55
O -2.89 -2.07 -7.97
O 1.32 2.92 2.88
O 1.16 -1.97 -1.18
O -4.79 -0.89 -6.89
N 0.76 -2.37 0.10
N 1.89 3.99 2.17
N -2.31 -1.97 -2.83
N -4.30 -3.56 -6.29
C 1.56 6.44 3.83
C 1.49 -1.51 1.09
C 2.47 -4.23 0.50
C 3.02 4.53 2.99
C 1.37 0.01 0.75
C 0.99 -3.85 0.21
C 0.03 -4.43 1.30
C 2.52 5.33 4.22
C 2.99 -1.88 1.21
C 0.39 5.89 3.02
C -2.40 -1.36 -5.35
C -2.99 -1.27 -3.82
C -6.61 -4.88 -2.70
C 0.59 -4.65 -1.08
C 3.19 -3.36 1.52
C 3.94 5.45 2.15
C -0.55 4.26 1.38
C 1.20 5.77 0.58
C 0.85 -1.61 2.51
C 3.99 3.40 3.48
C 0.78 4.95 1.83
H 1.31 -0.89 3.20
H -0.37 3.53 0.58
H 3.05 -4.17 -0.43
H -1.26 5.00 1.00
H -0.42 -4.41 -1.41
H -1.91 -0.34 -5.70
H -7.14 -3.84 -2.64
H 0.66 5.45 -0.32
H 2.54 -5.28 0.82
H -3.94 -0.61 -3.57
H -0.80 -4.98 0.86
H 3.37 5.77 4.76
H 0.63 -5.73 -0.89
H 1.90 0.28 -0.17
H 1.80 0.63 1.55
H 2.84 -3.59 2.53
H -0.46 -3.66 1.90
H 3.52 2.73 4.21
H -0.22 -1.38 2.47
H 4.26 -3.59 1.51
H 1.17 6.92 4.73
H 3.46 6.39 1.84
H -0.25 5.33 3.72
H 2.07 7.23 3.26
H -0.22 6.72 2.66
H 4.34 2.80 2.64
H 2.03 4.66 4.94
H 2.25 5.65 0.30
H 3.52 -1.64 0.28
H 4.83 5.75 2.72
H -1.54 -2.18 -5.42
H -7.28 -5.69 -2.18
H 0.98 -2.59 2.98
H 0.32 0.31 0.64
H 0.55 -5.10 1.99
H -1.06 3.75 2.21
H 4.87 3.83 3.97
H 3.47 -1.28 1.99
H 1.27 -4.47 -1.92
H -1.48 -2.46 -3.24
H -5.54 -4.77 -2.26
H 1.01 6.84 0.70
H 4.30 4.94 1.25
*
```

A structure of composition C27H45Cl4ErO2P. Source: the OMol25 dataset; level of theory: wB97M-V/def2-TZVPD.

Calculated values
DFT total energy, eV: -119823.26359
ΔE to the lowest compared entry with this formula, charge and spin, eV: 2.632
HOMO (alpha / beta), eV: -2.570 / -2.588
HOMO-LUMO gap (alpha / beta), eV: 4.85 / 4.87
Lowest unoccupied orbital energy (alpha / beta), eV: 2.28 / 2.28
Expectation value of S²: 3.76

Geometry as ORCA input:
```
! RIJCOSX wB97M-V def2-TZVPD def2/J DEFGRID3
* xyz -1 4
Er -3.16 0.28 1.33
Cl -1.20 -3.96 3.81
Cl -2.81 -1.68 4.67
Cl -2.94 -2.75 1.89
Cl -3.41 -0.46 -1.13
P 0.23 -0.37 -0.42
O -1.32 -0.24 2.44
O 0.42 -1.65 2.94
C 1.22 0.38 -5.03
C 2.18 0.93 -3.98
C 0.58 -2.21 -0.39
C 2.61 2.55 1.46
C 0.74 -5.10 -0.87
C -0.53 -4.45 -0.30
C 0.62 0.23 -2.15
C 3.98 1.86 1.47
C 1.63 1.89 0.50
C 1.99 -4.23 -0.75
C -3.13 2.56 2.85
C 1.53 0.37 0.72
C -0.22 0.24 -4.52
C -3.64 2.40 1.42
C 2.90 -0.32 0.73
C -0.68 -3.00 -0.79
C -3.00 4.08 2.91
C -2.99 2.69 0.35
C 3.87 0.35 1.70
C 2.07 0.22 -2.62
C -4.69 -0.80 2.06
C -0.29 -0.47 -3.17
C -2.12 3.90 0.36
C -2.03 4.51 1.81
C -0.80 -1.34 2.89
C 1.76 -2.77 -1.18
C -1.89 -2.42 3.33
H -0.79 -2.99 -1.88
H 0.63 2.35 0.61
H 2.43 -0.81 -2.72
H -4.01 4.47 2.75
H -3.88 2.11 3.51
H 0.04 -1.52 -3.29
H -4.76 -0.28 3.03
H 4.61 2.31 2.25
H 1.98 2.00 -3.83
H 2.73 3.61 1.20
H -2.53 4.65 -0.32
H -1.33 -0.50 -2.80
H -1.14 3.67 -0.06
H 3.22 0.85 -4.34
H -2.73 4.42 3.93
H 2.77 -1.37 1.03
H 3.52 0.16 2.72
H 0.30 1.29 -2.08
H 2.73 0.72 -1.90
H -2.13 5.59 1.69
H 2.81 -4.66 -1.35
H 0.91 -6.06 -0.37
H 2.19 2.52 2.48
H -2.19 2.05 3.15
H 1.57 -0.61 -5.37
H -3.13 2.16 -0.64
H 1.53 -2.74 -2.25
H -5.53 -0.34 1.52
H 4.85 -0.12 1.61
H 1.95 2.08 -0.54
H 4.49 2.05 0.51
H -0.48 -4.45 0.80
H -0.84 -0.30 -5.25
H 2.33 -4.23 0.30
H -4.52 1.75 1.47
H -1.41 -5.03 -0.58
H -0.66 1.24 -4.41
H 0.57 -5.33 -1.94
H -1.04 4.28 2.20
H 1.07 0.18 1.71
H -1.58 -2.54 -0.37
H 1.23 1.03 -5.92
H 0.76 -2.37 0.70
H 3.32 -0.31 -0.28
H 2.68 -2.20 -1.02
*
```